Record 1
22
Properties=species:S:1:pos:R:3:forces:R:3 method="wB97M-V/def2-TZVPD" homo_lumo_gap_ev=9.84 fmax_ev_per_a=2.56 homo_energy_ev=-8.84 energy_ev=-9995.4100 multiplicity=1 smiles="CC1=CC[C@]2(CCN2)C1" relative_energy_kcal_mol=33.0
N 0.4452 -0.6970 -1.6433 0.924 -0.852 -0.033
C 1.9385 -0.7636 -1.6310 -0.269 -1.137 0.429
C 1.8359 -1.1559 -0.1318 0.546 0.067 0.558
C -1.1247 1.0346 0.8657 0.480 -0.926 -1.192
C -0.6777 -1.2685 0.5354 -2.520 -0.107 -0.428
C 0.4042 -0.5528 -0.1783 1.274 0.516 0.542
C 0.2769 0.8971 0.3403 1.195 0.876 -1.737
C -1.6708 2.3757 1.0720 -0.721 1.060 0.113
C -1.6945 -0.1697 0.9020 0.446 0.083 0.259
H 2.5864 -0.7120 0.5902 -0.915 -0.446 -0.807
H -1.6805 2.9689 0.1253 -0.015 -0.430 0.673
H 0.0500 0.0149 -2.2162 -0.426 0.683 -0.218
H 2.3795 -1.5823 -2.2548 -0.325 1.041 0.132
H -2.6595 2.3909 1.5285 -0.283 -0.240 -0.351
H -2.7214 -0.2981 1.2240 0.041 -0.359 -0.028
H -1.0980 -2.0233 -0.1354 -0.085 -0.057 0.124
H 0.4929 1.5508 -0.6093 -0.315 -0.519 2.001
H 1.0269 1.0920 1.1309 -0.199 0.207 -0.424
H 1.7996 -2.2630 0.0091 0.058 0.843 -0.135
H -1.0885 2.9272 1.7989 0.559 0.258 0.030
H 2.4251 0.2098 -1.7507 0.086 -0.196 -0.244
H -0.3559 -1.7777 1.4169 0.462 -0.364 0.737

***

Record 2
25
Properties=species:S:1:pos:R:3:forces:R:3 method="wB97M-V/def2-TZVPD" total_charge=+1 homo_lumo_gap_ev=8.53 fmax_ev_per_a=4.83 homo_energy_ev=-12.63 energy_ev=-15571.2514 multiplicity=1 smiles="C=CC(/C=C(/C)NO)=[N+]=COC" relative_energy_kcal_mol=114.9
O 2.8905 -1.8165 0.9131 2.428 -1.100 -1.143
O -2.4599 -2.0218 0.3771 -0.244 -0.054 -0.819
N -0.9638 -0.3232 0.1913 1.188 0.172 -1.377
N 1.9526 -0.9912 0.3669 -4.057 -2.540 0.616
C 3.3441 0.7517 -0.0677 3.187 3.253 -0.671
C -1.2894 2.0254 -0.1481 1.082 -0.498 -0.455
C -2.3438 2.2264 0.6259 -0.482 1.628 -2.379
C 2.0278 0.2474 -0.0307 -0.038 -0.585 -0.594
C 0.9456 1.0502 -0.3571 -0.190 0.652 -0.390
C -0.3969 0.8128 -0.0931 -0.759 1.007 0.318
C -1.7325 -1.0510 0.8397 -0.478 0.009 1.502
C -2.5648 -2.0882 -1.0997 2.867 -2.041 0.412
H -3.2565 -1.3677 -1.3987 -1.119 1.115 -0.574
H -0.8687 2.7199 -0.8850 -0.608 0.252 0.555
H -2.8494 1.5161 1.1855 -0.271 -1.518 1.413
H -2.9185 -3.1471 -1.3142 0.630 1.553 0.180
H 3.3720 -2.4482 0.2192 -1.834 2.194 1.502
H 3.4049 1.8335 -0.4467 -0.102 -1.797 0.138
H 4.1470 0.1256 -0.4972 -0.671 0.226 -0.014
H -1.4951 -1.8374 -1.5233 -2.263 -0.784 0.563
H 3.6141 0.8730 0.9708 0.369 -0.071 0.613
H 1.0021 -1.3205 0.6624 1.301 0.211 -0.704
H -1.7720 -0.8809 1.9119 -0.389 -0.572 0.285
H 1.1974 2.0168 -0.8319 -0.209 -0.682 0.684
H -2.9869 3.0951 0.4294 0.660 -0.029 0.339

***

Record 3
27
Properties=species:S:1:pos:R:3:forces:R:3 method="wB97M-V/def2-TZVPD" homo_lumo_gap_ev="7.95 / 8.61" fmax_ev_per_a=4.28 homo_energy_ev="-7.68 / -8.90" energy_ev=-26914.3677 multiplicity=1 relative_energy_kcal_mol=83.6
P -1.7246 0.1942 0.2338 1.478 -1.662 0.262
O 0.4264 -0.0600 3.3180 -0.568 0.784 0.606
O -2.9983 0.6672 0.7731 -0.697 0.380 -0.153
O -1.1160 1.0968 -0.9442 0.366 0.474 -0.607
N -1.8094 -1.4265 -0.3968 -0.525 2.275 0.630
N 0.3993 0.8475 2.2493 2.295 -2.845 -0.873
C -0.2194 2.0221 2.6048 -1.437 2.231 2.887
C 2.2337 -0.3919 -1.4596 -0.058 -1.505 0.753
C 0.5686 1.4974 -2.5857 2.823 -2.312 2.100
C -2.8983 -2.1089 0.3307 1.240 -1.497 -2.806
C 0.1607 0.8351 -1.4396 -0.921 -0.614 0.013
C 2.6329 0.2607 -2.5995 0.651 -0.938 1.307
C 0.9478 -0.1419 -0.8769 2.953 -1.085 0.026
C 1.8413 1.2610 -3.0746 -1.134 -0.801 0.409
H 0.3004 2.9463 2.2663 -0.026 -0.846 -0.130
H -0.3702 2.1280 3.7238 0.465 -0.200 -0.952
H 2.1632 1.7874 -3.8876 0.658 1.472 -2.132
H 0.0544 2.2310 -3.0051 -2.612 2.993 -1.601
H 1.2144 -0.6466 3.3534 -0.502 0.824 -1.130
H 3.5794 -0.1134 -2.9635 0.085 0.761 -0.646
H -2.9668 -3.0277 -0.2818 -0.370 -0.125 0.979
H -1.2415 2.0663 2.2598 -0.475 0.092 -0.533
H -2.6302 -2.2692 1.3392 -0.260 -0.366 1.207
H 3.0130 -1.1851 -1.1218 -2.010 1.284 0.042
H -3.7905 -1.5672 0.1474 -0.795 0.488 0.391
H 0.7596 -0.7292 0.0233 -0.451 0.597 -0.225
H -0.9457 -1.9409 -0.5162 -0.175 0.138 0.176

***

Record 4
28
Properties=species:S:1:pos:R:3:forces:R:3 method="wB97M-V/def2-TZVPD" total_charge=+1 homo_lumo_gap_ev="8.27 / 6.60" fmax_ev_per_a=4.47 homo_energy_ev="-11.86 / -14.20" energy_ev=-21704.9203 multiplicity=3 relative_energy_kcal_mol=37.4
O 4.2164 -0.6854 0.7539 -0.802 0.541 2.440
O -2.9246 1.0195 0.6562 -0.365 0.411 1.001
O 1.2563 1.1647 -1.8089 -0.411 0.897 0.008
O 1.5037 -0.9964 0.1820 1.863 -0.937 0.246
O -0.3130 1.4808 1.5823 -3.261 -0.633 -1.625
N 0.3652 -1.3060 -0.6965 -0.358 -1.027 0.276
N -1.8708 -0.7952 -0.1999 -1.861 -2.202 -0.474
C 0.3315 -1.3771 0.7902 -0.411 -0.281 -0.154
C -2.9969 -0.0620 0.1518 -0.866 -0.491 -2.186
C -4.2533 -0.7718 -0.3937 0.394 0.987 -1.448
C 3.5724 0.1986 -0.0665 0.370 1.389 -2.406
C 1.1869 1.3145 -0.4085 -1.460 -0.570 0.921
C -0.5926 -0.4756 0.0701 -0.174 3.686 -0.279
C 2.0822 0.2969 0.3501 1.412 2.957 -3.035
C -0.2841 1.0946 0.2293 1.467 -1.950 -1.856
H -2.2219 -1.6953 -0.6050 1.574 0.785 0.490
H 4.8274 -1.2722 0.3601 0.863 -0.632 -1.036
H 3.7467 -0.1367 -1.1324 -0.946 0.483 0.815
H 0.2889 -3.1285 1.4628 -0.089 -2.101 0.667
H -4.1411 -1.6387 -1.1182 0.234 1.515 0.475
H -0.9906 1.4725 -0.5403 0.196 0.761 1.029
H -5.0685 -0.0694 -0.6461 0.860 -0.045 -0.547
H 1.0058 1.9932 -2.3058 0.384 -1.177 1.043
H 4.0056 1.2857 -0.0801 -0.752 -1.704 0.505
H -1.3463 1.3506 1.7088 2.447 0.817 0.427
H 1.9794 0.6387 1.3330 -0.058 -0.352 1.971
H 1.3376 2.3143 -0.0319 0.896 0.450 -0.103
H -4.7022 -1.2141 0.4033 -1.149 -1.579 2.835

***

What did the third record say?
27
Properties=species:S:1:pos:R:3:forces:R:3 method="wB97M-V/def2-TZVPD" homo_lumo_gap_ev="7.95 / 8.61" fmax_ev_per_a=4.28 homo_energy_ev="-7.68 / -8.90" energy_ev=-26914.3677 multiplicity=1 relative_energy_kcal_mol=83.6
P -1.7246 0.1942 0.2338 1.478 -1.662 0.262
O 0.4264 -0.0600 3.3180 -0.568 0.784 0.606
O -2.9983 0.6672 0.7731 -0.697 0.380 -0.153
O -1.1160 1.0968 -0.9442 0.366 0.474 -0.607
N -1.8094 -1.4265 -0.3968 -0.525 2.275 0.630
N 0.3993 0.8475 2.2493 2.295 -2.845 -0.873
C -0.2194 2.0221 2.6048 -1.437 2.231 2.887
C 2.2337 -0.3919 -1.4596 -0.058 -1.505 0.753
C 0.5686 1.4974 -2.5857 2.823 -2.312 2.100
C -2.8983 -2.1089 0.3307 1.240 -1.497 -2.806
C 0.1607 0.8351 -1.4396 -0.921 -0.614 0.013
C 2.6329 0.2607 -2.5995 0.651 -0.938 1.307
C 0.9478 -0.1419 -0.8769 2.953 -1.085 0.026
C 1.8413 1.2610 -3.0746 -1.134 -0.801 0.409
H 0.3004 2.9463 2.2663 -0.026 -0.846 -0.130
H -0.3702 2.1280 3.7238 0.465 -0.200 -0.952
H 2.1632 1.7874 -3.8876 0.658 1.472 -2.132
H 0.0544 2.2310 -3.0051 -2.612 2.993 -1.601
H 1.2144 -0.6466 3.3534 -0.502 0.824 -1.130
H 3.5794 -0.1134 -2.9635 0.085 0.761 -0.646
H -2.9668 -3.0277 -0.2818 -0.370 -0.125 0.979
H -1.2415 2.0663 2.2598 -0.475 0.092 -0.533
H -2.6302 -2.2692 1.3392 -0.260 -0.366 1.207
H 3.0130 -1.1851 -1.1218 -2.010 1.284 0.042
H -3.7905 -1.5672 0.1474 -0.795 0.488 0.391
H 0.7596 -0.7292 0.0233 -0.451 0.597 -0.225
H -0.9457 -1.9409 -0.5162 -0.175 0.138 0.176